No. 1
Entry from the OMol25 dataset: a 3-piece molecular cluster, C28H59N2O8 overall in a non-equilibrium geometry (ωB97M-V with the def2-TZVPD basis set).

Element x y z (Å)
1 O 1.97053 7.31560 -3.59696
2 O 1.56944 -3.40153 0.22961
3 N -3.60996 1.82657 -0.30087
4 H -4.53830 -0.06633 -0.12515
5 C -1.08765 1.72286 -0.47182
6 O -0.38677 5.89999 -1.25374
7 H 0.55472 -6.84708 6.94337
8 C -0.86103 6.03353 -3.62082
9 O -1.08210 7.42066 -3.78643
10 C 3.22833 -5.59158 1.90666
11 H 2.25893 6.90046 -5.60978
12 H 2.16344 -0.76374 1.07879
13 H 0.17281 5.75753 -3.84330
14 C -0.18277 -3.16924 -1.26285
15 H 1.24837 -8.25485 6.10905
16 H 1.00205 8.58458 -4.91788
17 H -1.50274 5.55873 -4.36760
18 C -1.37386 -0.07638 -2.29770
19 O 3.16962 -5.26792 3.27904
20 C -4.68731 2.66792 -0.03738
21 C -0.20943 -0.99767 -2.75074
22 H -6.77432 2.85489 0.11602
23 H -2.32645 3.46692 -0.47719
24 C -6.05992 2.05524 -0.07901
25 C 1.27399 -7.15808 6.17668
26 H -6.25444 1.62921 -1.06611
27 H -0.98361 0.79823 0.10112
28 H 3.77082 -4.83133 1.33500
29 H 1.15121 -3.33087 5.07963
30 C 2.81792 6.98319 -4.67054
31 H -0.67766 9.29856 -3.25610
32 H -0.30281 6.70057 0.60964
33 H -1.06495 -4.97751 -2.06451
34 H 1.30447 0.44333 0.12207
35 C -1.27907 5.48798 -2.27495
36 H -0.14127 1.75042 -2.46311
37 C -0.18925 8.32576 -3.16343
38 C 3.23155 -1.49782 -1.04239
39 H 1.98062 -5.88867 8.32002
40 C 2.76585 -6.53055 7.90469
41 C -1.02035 6.18323 -0.02556
42 H 3.66078 -0.49170 -1.02150
43 C -1.18990 -2.88772 -0.13945
44 H -1.89126 6.83057 -0.17034
45 H -1.65930 -2.57429 -2.65799
46 C 2.33979 -4.15161 3.54785
47 H -1.87604 1.97969 -2.43036
48 H -2.17130 -3.24951 -0.46330
49 H -1.27240 4.39070 -2.33118
50 C -1.05763 1.39924 -1.98651
51 C -0.16356 -4.68409 -1.52092
52 H 3.61809 7.72104 -4.80199
53 H 3.74771 -6.54454 1.81386
54 H 1.38524 0.34934 -2.11271
55 H 3.72683 -6.03478 8.03064
56 H 3.62048 -2.05828 -0.19034
57 H 1.88159 -1.04188 -3.03382
58 H -0.15062 -3.05460 -3.40736
59 H 1.60529 -4.01696 2.74627
60 C -2.32730 2.48752 -0.00468
61 O 0.54291 -5.21608 4.85293
62 H 1.65295 9.34490 -3.44923
63 O 2.58028 -6.74086 6.52547
64 H 3.26658 6.01775 -4.44295
65 C 1.62044 -4.29480 4.86796
66 H 3.53649 -2.00035 -1.96262
67 C -3.75087 0.51542 0.35833
68 H -1.33952 5.26733 0.48298
69 O -4.53034 3.85067 0.15423
70 H -3.99230 0.61423 1.42316
71 H -0.10411 -5.23572 -0.58067
72 H -1.90131 -0.53075 -1.46075
73 H -1.28983 -1.82549 0.08874
74 H 2.22532 -5.68767 1.47942
75 C 0.84416 -6.59821 4.84076
76 H 2.78018 -7.47433 8.46258
77 C -0.56898 -2.47795 -2.57634
78 C 1.70270 -1.40340 -0.94315
79 H 2.95761 -3.24332 3.59404
80 H -0.10111 -7.08520 4.58751
81 H -0.90138 -3.42357 0.76571
82 H 0.71495 -4.94677 -2.11694
83 H -2.82992 -0.04489 0.26399
84 H -2.30066 5.81800 -2.05576
85 C 1.15526 8.44700 -3.84101
86 H 0.44794 -0.96274 0.81920
87 H -2.23348 2.67560 1.07575
88 H -0.22878 2.34083 -0.18506
89 H 2.32592 -4.51271 5.67330
90 N 1.19647 -2.79851 -0.83253
91 H 1.57213 -6.84763 4.06529
92 H -2.08644 -0.09902 -3.13051
93 H -6.19540 1.27246 0.66961
94 H -0.13696 -0.85943 -3.83566
95 C 1.20431 -0.72290 -2.23286
96 C 1.36649 -0.62240 0.34380
97 H -0.06684 8.10757 -2.10034

The value obtained for the HOMO energy (spin up / spin down) is -0.3063 / -0.3269 Ha. As for the spin multiplicity: 2. As for the net charge: 0. The orbital gap (spin up / spin down) comes out at 8.8773 / 9.2774 eV. Its expectation value of S² is 0.75. As for the LUMO energy (spin up / spin down): 0.543 / 0.382 eV.

No. 2
Entry from the OMol25 dataset: C10H20CuN2PS as an isolated structure in a non-equilibrium geometry (ωB97M-V with the def2-TZVPD basis set).

Element x y z (Å)
1 H 0.56853 3.72396 -2.17725
2 C -2.79280 2.80636 -2.17627
3 H 2.57555 -0.98177 1.09924
4 S -1.56209 -0.38368 0.13661
5 Cu -1.33246 1.53594 -1.14238
6 H -4.27762 0.22827 -0.58399
7 C -0.04383 -0.98487 0.58322
8 C 0.98208 -2.65719 2.16926
9 H 1.67194 -2.88039 1.34475
10 H 0.65515 -0.54791 -1.19053
11 N 0.12170 -1.47939 1.83516
12 H 0.30313 -3.51692 2.28019
13 H 1.22242 1.74254 -2.82128
14 H 1.66277 2.46104 -0.75818
15 H 2.97132 -1.64465 -1.88730
16 C 3.12313 -1.86522 -0.82982
17 H 4.18865 -1.86623 -0.62273
18 H 2.70973 -2.85845 -0.64919
19 P 0.58051 2.37883 -1.70245
20 H 2.22810 -1.40365 3.37702
21 H -3.65428 2.31733 1.04039
22 C -2.97087 3.32499 -0.84950
23 C -3.77228 1.14914 -0.86899
24 C -3.28056 1.44450 -2.19030
25 C 2.40547 -0.85272 0.01991
26 C -3.50115 2.28085 -0.03430
27 H 2.35054 -3.13746 3.76015
28 H 2.67812 0.18211 -0.24104
29 H -2.77498 4.34934 -0.54913
30 H 0.93547 -2.20189 4.26008
31 N 0.95948 -1.00333 -0.31776
32 H -3.30828 0.77621 -3.05141
33 C 1.67341 -2.33803 3.46864
34 H -0.78337 -1.47180 2.32346
35 H -2.51264 3.37413 -3.05426

The value obtained for the HOMO energy (spin up / spin down) is 0.0062 / -0.1046 Ha. As for the spin multiplicity: 2. As for the net charge: -1. The orbital gap (spin up / spin down) comes out at 3.1163 / 6.0092 eV. Its expectation value of S² is 0.75. As for the LUMO energy (spin up / spin down): 3.286 / 3.164 eV.